1.
This record from OMol25 describes a 12-piece molecular cluster, H22NO14 overall. The level of theory is ωB97M-V/def2-TZVPD.

## Properties
E_LUMO ... 2.6551 eV
2S+1 ... 1
HOMO ... -7.53 eV
Kohn-Sham gap ... 10.2 eV
Energy relative to the best compared isomer or geometry (same formula, charge and spin) ... 0.00 kcal per mole
Net charge ... -1

Last column: Mulliken charge in e.
CARTESIAN COORDINATES (ANGSTROEM)
1 N 0.364 1.521 0.542  1.01
2 O 0.391 1.135 -0.685  -0.64
3 O -0.611 2.219 0.844  -0.66
4 O 1.330 1.184 1.271  -0.79
5 O 1.660 -1.835 1.462  -0.68
6 H 0.863 -2.027 1.995  0.38
7 H 1.680 -0.836 1.490  0.28
8 O 1.722 1.775 -4.218  -0.67
9 H 2.175 1.036 -3.716  0.33
10 H 1.369 2.289 -3.492  0.36
11 O -1.900 0.758 3.496  -0.62
12 H -1.195 1.066 4.086  0.33
13 H -1.826 1.275 2.713  0.29
14 O 0.739 3.997 -2.007  -0.67
15 H 0.499 3.395 -1.356  0.31
16 H -0.148 4.155 -2.332  0.32
17 O -1.350 -1.977 -1.703  -0.75
18 H -1.864 -1.253 -2.089  0.32
19 H -0.432 -1.741 -1.710  0.44
20 O 1.997 -2.120 -4.186  -0.64
21 H 1.869 -1.872 -3.230  0.41
22 H 1.225 -1.822 -4.618  0.30
23 O -2.221 -1.997 0.790  -0.72
24 H -2.627 -1.148 0.751  0.33
25 H -1.710 -2.001 -0.019  0.41
26 O -0.762 -2.240 3.125  -0.74
27 H -1.129 -1.499 3.708  0.30
28 H -1.279 -2.124 2.218  0.49
29 O 1.418 0.591 4.277  -0.67
30 H 1.542 -0.339 4.020  0.30
31 H 1.375 1.003 3.367  0.40
32 O -2.793 0.809 -0.701  -0.64
33 H -1.884 0.993 -0.573  0.36
34 H -3.188 1.438 -0.052  0.30
35 O 1.592 -1.391 -1.529  -0.72
36 H 1.213 -0.539 -1.196  0.40
37 H 1.897 -1.878 -0.745  0.27



2.
This record from OMol25 describes a 12-piece molecular cluster, H22NO14 overall. The level of theory is ωB97M-V/def2-TZVPD.

## Properties
E_LUMO ... 2.6124 eV
2S+1 ... 1
HOMO ... -7.05 eV
Kohn-Sham gap ... 9.7 eV
Energy relative to the best compared isomer or geometry (same formula, charge and spin) ... 30.88 kcal per mole
Net charge ... -1

Last column: Mulliken charge in e.
CARTESIAN COORDINATES (ANGSTROEM)
1 N -0.023 -0.168 0.521  0.55
2 O 0.899 0.695 0.722  -0.55
3 O -0.337 -1.030 1.317  -0.66
4 O -0.782 -0.086 -0.516  -0.29
5 O -2.174 -2.537 -1.927  -0.67
6 H -1.503 -1.940 -1.597  0.33
7 H -2.885 -1.964 -2.214  0.36
8 O 2.995 2.603 0.740  -0.65
9 H 3.127 2.787 1.670  0.30
10 H 2.217 2.046 0.713  0.45
11 O -2.214 1.590 1.904  -0.59
12 H -1.353 1.744 1.514  0.34
13 H -2.058 1.622 2.848  0.28
14 O -3.318 -0.042 -2.209  -0.67
15 H -2.906 0.487 -1.526  0.31
16 H -4.197 -0.223 -1.874  0.30
17 O -1.044 -3.864 0.277  -0.62
18 H -0.414 -4.336 0.822  0.29
19 H -1.133 -3.009 0.699  0.34
20 O 0.659 -0.948 -3.165  -0.66
21 H 0.108 -0.173 -3.278  0.43
22 H 1.430 -0.627 -2.696  0.30
23 O -0.676 2.949 -0.044  -0.64
24 H -0.535 3.458 -0.842  0.30
25 H 0.074 2.355 -0.003  0.26
26 O 3.095 -0.423 -1.397  -0.70
27 H 2.403 0.206 -1.191  0.32
28 H 3.564 -0.543 -0.571  0.33
29 O 0.792 -0.293 3.941  -0.70
30 H 0.104 -0.209 4.601  0.29
31 H 0.326 -0.512 3.134  0.37
32 O -0.290 1.496 -3.067  -0.69
33 H -1.132 1.811 -3.396  0.32
34 H -0.477 1.192 -2.179  0.32
35 O 2.913 -1.523 2.776  -0.68
36 H 2.388 -1.361 1.993  0.29
37 H 2.360 -1.230 3.501  0.41



3.
This record from OMol25 describes a 10-piece molecular cluster, H22NO9 overall. The level of theory is ωB97M-V/def2-TZVPD.

## Properties
E_LUMO ... -3.9952 eV
2S+1 ... 1
HOMO ... -13.64 eV
Kohn-Sham gap ... 9.6 eV
Energy relative to the best compared isomer or geometry (same formula, charge and spin) ... 86.63 kcal per mole
Net charge ... +1

Last column: Mulliken charge in e.
CARTESIAN COORDINATES (ANGSTROEM)
1 N 0.322 0.374 -0.639  -0.49
2 H 1.017 -0.307 -0.366  0.37
3 H -0.576 -0.070 -0.767  0.37
4 H 0.497 0.655 -1.593  0.39
5 H 0.354 1.183 -0.036  0.35
6 O 3.333 -3.264 -4.134  -0.63
7 H 2.460 -3.581 -4.365  0.32
8 H 3.431 -3.484 -3.208  0.31
9 O 0.545 5.629 -2.904  -0.64
10 H -0.300 5.618 -2.453  0.32
11 H 1.151 6.011 -2.269  0.32
12 O -0.119 4.550 1.895  -0.64
13 H -0.451 4.497 2.791  0.32
14 H 0.178 5.455 1.802  0.32
15 O 3.272 1.363 3.452  -0.65
16 H 3.018 2.227 3.775  0.32
17 H 4.186 1.265 3.721  0.33
18 O -4.465 -0.630 1.643  -0.65
19 H -5.277 -0.879 1.201  0.33
20 H -4.733 -0.421 2.538  0.33
21 O -2.195 -3.473 -2.472  -0.64
22 H -1.664 -4.267 -2.419  0.32
23 H -3.096 -3.779 -2.366  0.33
24 O -4.099 1.755 -2.420  -0.64
25 H -4.518 2.571 -2.146  0.33
26 H -4.219 1.163 -1.678  0.31
27 O 0.865 -2.392 4.367  -0.62
28 H 0.780 -2.744 3.481  0.30
29 H 1.295 -1.545 4.249  0.31
30 O 2.652 -4.337 0.506  -0.65
31 H 2.852 -5.162 0.064  0.32
32 H 3.507 -3.982 0.750  0.33



4.
This record from OMol25 describes a 10-piece molecular cluster, H22NO9 overall. The level of theory is ωB97M-V/def2-TZVPD.

## Properties
E_LUMO ... -3.5261 eV
2S+1 ... 1
HOMO ... -13.99 eV
Kohn-Sham gap ... 10.5 eV
Energy relative to the best compared isomer or geometry (same formula, charge and spin) ... 121.88 kcal per mole
Net charge ... +1

Last column: Mulliken charge in e.
CARTESIAN COORDINATES (ANGSTROEM)
1 N 31.859 20.957 48.541  -0.15
2 H 32.633 21.196 47.996  0.33
3 H 31.288 20.402 47.939  0.23
4 H 31.534 21.872 48.768  0.31
5 H 32.104 20.371 49.237  0.20
6 O 35.323 22.024 50.217  -0.66
7 H 34.472 22.265 50.109  0.36
8 H 35.117 21.430 50.914  0.37
9 O 32.832 18.794 45.548  -0.62
10 H 31.950 18.616 45.677  0.28
11 H 33.384 18.132 46.100  0.34
12 O 29.256 19.249 48.514  -0.63
13 H 29.481 18.880 47.530  0.34
14 H 28.831 18.576 49.007  0.30
15 O 32.532 23.433 47.361  -0.72
16 H 33.332 23.871 47.828  0.36
17 H 32.621 23.490 46.277  0.35
18 O 32.018 17.847 49.283  -0.49
19 H 32.259 17.299 48.670  0.22
20 H 31.417 17.366 49.768  0.28
21 O 33.515 18.260 51.638  -0.65
22 H 32.682 18.160 52.253  0.33
23 H 33.183 18.412 50.772  0.34
24 O 30.576 25.002 48.571  -0.60
25 H 31.244 24.375 48.396  0.28
26 H 31.234 25.735 48.500  0.34
27 O 35.162 20.100 48.415  -0.69
28 H 35.171 20.543 47.489  0.30
29 H 35.405 20.734 49.183  0.38
30 O 32.848 23.154 50.556  -0.67
31 H 32.353 23.644 51.309  0.32
32 H 33.382 23.977 50.405  0.32